# 1
{"formula": "C2HgO4", "method": "ωB97M-V/def2-TZVPD", "elements": ["C", "O", "O", "Hg", "O", "O", "C"], "positions_angstrom": [[0.7847, -0.3784, -0.3944], [1.2529, -1.4210, -0.8762], [1.3098, 0.7410, -0.3213], [3.1652, -0.2326, -1.2734], [-2.2251, -0.4797, 0.6770], [-4.0932, 0.4378, 1.6968], [-3.1442, 0.0919, 1.1245]], "forces_ev_per_angstrom": [[-0.6, 0.0, 0.2], [-0.3, -0.7, -0.1], [-0.3, 0.6, 0.3], [1.2, 0.1, -0.5], [-0.8, 1.3, -0.1], [0.2, 0.8, -0.5], [0.5, -2.1, 0.6]], "nbo_charge": [0.72, -0.80, -0.80, 0.88, -0.51, -0.51, 1.02], "orbital_gap_ev": [7.639, 7.194], "e_tot_ha": -530.50707, "de_lowest_kj_mol": 15.3, "multiplicity": 3}

***

# 2
{"formula": "C4H8O2", "method": "ωB97M-V/def2-TZVPD", "elements": ["O", "C", "C", "C", "C", "O", "H", "H", "H", "H", "H", "H", "H", "H"], "positions_angstrom": [[-0.4613, -1.1532, 1.6089], [-0.0143, -1.0045, 0.2901], [1.3457, -0.2853, 0.1310], [0.6539, 0.8847, -0.6128], [-0.7036, 0.1487, -0.4915], [-1.6822, 0.7773, 0.3132], [-1.1601, -0.4947, 1.7378], [-0.0732, -1.9772, -0.2155], [2.0930, -0.8249, -0.4569], [1.7704, -0.0254, 1.1026], [0.9935, 1.0512, -1.6388], [0.6740, 1.8370, -0.0741], [-1.1294, -0.1816, -1.4451], [-2.3064, 1.2480, -0.2488]], "forces_ev_per_angstrom": [[-0.1, 0.1, 0.1], [0.1, -0.1, -0.2], [0.1, -0.1, 0.1], [0.0, 0.1, 0.0], [0.2, -0.1, -0.2], [-0.2, 0.1, -0.1], [0.0, -0.1, 0.1], [0.0, 0.2, 0.1], [-0.1, 0.0, 0.1], [0.0, 0.0, -0.1], [-0.1, 0.0, 0.1], [-0.1, -0.2, -0.1], [0.0, 0.1, 0.1], [0.1, -0.1, 0.1]], "nbo_charge": [-0.71, 0.09, -0.43, -0.44, 0.07, -0.74, 0.49, 0.16, 0.21, 0.22, 0.21, 0.22, 0.17, 0.49], "orbital_gap_ev": 10.356, "smiles": "O[C@@H]1CC[C@@H]1O", "e_tot_ha": -307.65051, "de_lowest_kj_mol": 162.6}

***

# 3
{"formula": "C2H3FO2", "method": "ωB97M-V/def2-TZVPD", "elements": ["O", "C", "O", "C", "F", "H", "H", "H"], "positions_angstrom": [[0.1042, 0.8315, 1.6724], [-0.3197, 0.4603, 0.6229], [-1.5145, 0.7001, 0.1373], [0.6625, -0.4240, -0.1569], [0.5472, -0.3525, -1.5935], [-1.6814, 0.3796, -0.7582], [1.6514, -0.0209, 0.1047], [0.5503, -1.5740, -0.0286]], "forces_ev_per_angstrom": [[-0.7, 0.6, 0.7], [1.6, -1.5, -0.8], [-1.1, 0.6, 0.2], [0.2, -1.6, -1.7], [-0.3, 0.5, 1.1], [0.5, -0.2, 0.0], [-0.3, -0.6, -0.1], [0.2, 2.1, 0.7]], "nbo_charge": [-0.55, 0.75, -0.66, -0.08, -0.39, 0.51, 0.21, 0.21], "orbital_gap_ev": 11.513, "smiles": "O=C(O)CF", "e_tot_ha": -328.34499, "de_lowest_kj_mol": 26.4}

***

# 4
{"formula": "C5H14O2", "method": "ωB97M-V/def2-TZVPD", "elements": ["C", "C", "C", "C", "C", "H", "H", "H", "H", "H", "H", "H", "H", "H", "H", "O", "H", "H", "O", "H", "H"], "positions_angstrom": [[-0.3365, -2.9777, -0.3815], [-0.2775, -1.6713, -0.0982], [-0.8057, -0.6074, -1.1296], [-0.3114, -0.8550, -2.6004], [-0.7571, 0.3975, -3.4545], [-0.9604, -3.2879, -1.3716], [-0.1188, -3.8749, 0.2405], [-0.0850, -1.3768, 0.9300], [-0.3147, 0.3432, -0.7867], [-1.8779, -0.6477, -1.2005], [0.7200, -1.0166, -2.6057], [-0.8126, -1.6971, -3.1018], [-1.3089, 1.0874, -2.7292], [-1.6149, 0.0810, -4.0864], [-0.0739, 0.8459, -4.1940], [3.2542, 3.2811, 3.6759], [2.6778, 3.4164, 2.8788], [3.1573, 2.3913, 3.6199], [-0.1372, 2.3458, 5.6994], [-0.6643, 1.5034, 5.4145], [0.6475, 2.3195, 5.2811]], "forces_ev_per_angstrom": [[-2.1, -1.0, -2.0], [-1.4, -0.8, -0.9], [2.7, -1.1, 0.3], [-2.1, 1.3, -0.3], [-1.9, -0.4, 0.6], [2.0, 0.7, 2.1], [0.1, 1.2, -0.2], [0.6, 0.3, -0.2], [-1.2, -0.5, -0.5], [-0.5, 0.6, 0.6], [1.7, -0.2, -0.1], [0.4, -0.1, 0.7], [1.4, -0.1, -1.2], [0.4, 0.0, 0.2], [0.1, 0.1, 1.0], [-1.1, 3.7, -1.6], [0.7, 1.1, 0.9], [0.3, -4.8, 0.7], [-5.9, -2.2, 1.6], [1.7, 2.5, 0.8], [4.3, -0.2, -2.3]], "nbo_charge": [-0.40, -0.19, -0.44, -0.39, -0.63, 0.18, 0.21, 0.20, 0.21, 0.22, 0.20, 0.20, 0.21, 0.20, 0.22, -0.91, 0.46, 0.45, -0.93, 0.47, 0.46], "orbital_gap_ev": 9.943, "smiles": "C=CCCC.O.O", "e_tot_ha": -349.28399, "de_lowest_kj_mol": 241.0}

***

# 5
{"formula": "C4H10N2O2", "method": "ωB97M-V/def2-TZVPD", "elements": ["C", "C", "C", "N", "C", "N", "H", "H", "H", "H", "H", "H", "O", "H", "H", "O", "H", "H"], "positions_angstrom": [[3.0965, -0.9149, -2.0830], [1.9471, -0.5410, -1.2233], [1.7308, -1.0623, 0.0459], [0.4347, -0.6164, 0.4867], [-0.0872, 0.1404, -0.5507], [0.7036, 0.1471, -1.6646], [2.8721, -0.5184, -2.9864], [4.0105, -0.2662, -1.6094], [3.2568, -1.9471, -2.2826], [2.4033, -1.4279, 0.7557], [0.1258, -0.6442, 1.3846], [-1.1530, 0.3597, -0.6433], [-1.7996, 2.8631, -0.1510], [-1.4263, 3.4780, 0.4237], [-2.4593, 3.2283, -0.5876], [-4.3338, -0.7060, 3.8727], [-4.5782, -0.0037, 3.2219], [-4.7440, -1.5685, 3.5908]], "forces_ev_per_angstrom": [[1.9, 2.7, 3.1], [-3.7, -1.0, 1.5], [-2.3, 2.6, -1.0], [2.7, 0.6, -4.8], [1.3, -1.7, -2.1], [1.4, -1.1, 3.3], [-0.3, 1.5, -3.1], [-1.6, -2.1, -1.5], [0.4, -0.9, 0.7], [0.8, -0.8, 0.8], [-1.1, -0.1, 2.8], [0.6, 0.4, 0.5], [3.8, -4.4, 1.8], [0.9, 1.6, 1.4], [-4.7, 2.8, -3.1], [-0.6, -0.4, -0.9], [0.1, -1.2, 0.7], [0.5, 1.6, 0.2]], "nbo_charge": [-0.64, 0.10, -0.12, -0.53, 0.18, -0.46, 0.23, 0.21, 0.23, 0.20, 0.40, 0.21, -0.92, 0.47, 0.46, -0.95, 0.48, 0.48], "orbital_gap_ev": 8.958, "smiles": "Cc1c[nH]cn1.O.O", "e_tot_ha": -418.34204, "de_lowest_kj_mol": 312.2}

***

# 6
{"formula": "C3H31NO13", "method": "ωB97M-V/def2-TZVPD", "elements": ["N", "C", "C", "O", "C", "O", "H", "H", "H", "H", "H", "H", "H", "H", "H", "O", "H", "H", "O", "H", "H", "O", "H", "H", "O", "H", "H", "O", "H", "H", "O", "H", "H", "O", "H", "H", "O", "H", "H", "O", "H", "H", "O", "H", "H", "O", "H", "H"], "positions_angstrom": [[0.5018, -0.3571, -2.0008], [0.5232, -0.3429, -0.5350], [-0.6706, 0.3687, 0.0928], [-0.5451, 1.7850, -0.1072], [0.6588, -1.7791, -0.0276], [2.0231, -2.2008, -0.0033], [-0.3814, -0.7377, -2.3369], [0.6210, 0.5776, -2.3811], [1.4145, 0.1982, -0.2204], [-0.6757, 0.1943, 1.1668], [-1.6131, 0.0236, -0.3276], [-1.3596, 2.1299, -0.5451], [0.0817, -2.4466, -0.6727], [0.3047, -1.8729, 0.9985], [2.3719, -2.2119, -0.9289], [0.6107, 2.5014, 2.3791], [1.5307, 2.5293, 2.0338], [0.0548, 2.3832, 1.5916], [3.1938, -0.5087, 1.7234], [2.8759, -1.1420, 1.0307], [4.0318, -0.8718, 2.0352], [1.6355, 2.5977, -1.5399], [0.8056, 2.3326, -1.0887], [1.5515, 3.5302, -1.7743], [0.8067, 0.0111, 3.4663], [1.6246, -0.2887, 3.0507], [0.6724, 0.9442, 3.1555], [-2.6275, -1.7532, -1.8139], [-2.6197, -1.8600, -0.8305], [-3.1009, -2.5195, -2.1499], [3.0652, 2.2308, 1.1788], [2.8155, 2.3045, 0.2438], [3.2044, 1.2710, 1.3372], [-2.7184, 2.7275, -1.3210], [-3.1008, 1.9705, -1.8199], [-3.4165, 3.0243, -0.7291], [-3.8235, 0.5952, -2.5910], [-3.4248, -0.2538, -2.2919], [-3.6723, 0.6309, -3.5446], [2.8265, -1.8925, -2.5840], [3.5854, -1.2995, -2.6380], [2.0358, -1.2929, -2.6126], [-2.7771, -2.1185, 0.8891], [-3.3511, -2.8371, 1.1800], [-2.1815, -1.9246, 1.6523], [-1.2412, -1.6615, 3.0845], [-1.6559, -1.6497, 3.9518], [-0.4707, -1.0390, 3.1740]], "forces_ev_per_angstrom": [[0.1, 0.1, -0.3], [-0.4, -0.2, 0.0], [0.3, 0.4, 0.0], [-0.1, -0.2, -0.2], [0.3, 0.0, 0.0], [0.1, 0.0, -0.3], [0.1, 0.0, 0.1], [-0.1, 0.0, 0.1], [0.1, 0.1, 0.0], [-0.1, -0.1, 0.1], [-0.1, -0.1, 0.0], [0.0, 0.1, 0.1], [-0.1, 0.0, 0.1], [-0.1, 0.0, 0.0], [-0.1, 0.0, 0.3], [-0.1, -0.1, 0.2], [-0.2, 0.1, -0.1], [0.1, 0.1, 0.0], [0.2, -0.2, 0.0], [-0.1, 0.0, 0.1], [-0.1, 0.1, 0.0], [0.2, -0.1, -0.1], [0.0, 0.3, 0.1], [-0.1, -0.2, 0.1], [-0.3, 0.1, 0.0], [0.2, 0.1, -0.1], [0.2, -0.2, 0.1], [0.1, 0.1, 0.2], [-0.1, -0.1, -0.2], [0.0, -0.1, 0.0], [0.1, -0.3, -0.1], [0.0, 0.1, 0.0], [0.0, 0.4, -0.1], [0.0, -0.1, 0.0], [-0.1, 0.1, 0.0], [0.0, 0.0, 0.0], [0.1, -0.1, -0.2], [-0.1, 0.1, -0.1], [-0.1, 0.0, 0.2], [-0.2, 0.3, -0.1], [0.0, -0.1, 0.0], [0.1, -0.2, 0.0], [-0.1, -0.1, 0.0], [0.1, 0.1, 0.0], [-0.1, 0.0, 0.0], [0.1, 0.1, 0.0], [0.0, 0.0, 0.0], [0.0, 0.0, 0.1]], "nbo_charge": [-0.88, -0.12, -0.08, -0.81, -0.07, -0.77, 0.38, 0.39, 0.21, 0.19, 0.18, 0.52, 0.18, 0.20, 0.51, -1.00, 0.51, 0.49, -1.01, 0.51, 0.49, -1.00, 0.50, 0.48, -1.01, 0.50, 0.51, -1.00, 0.52, 0.48, -0.99, 0.49, 0.50, -0.98, 0.51, 0.48, -0.98, 0.51, 0.48, -0.98, 0.48, 0.51, -1.01, 0.48, 0.53, -1.01, 0.48, 0.52], "orbital_gap_ev": 10.016, "smiles": "NC(CO)CO.O.O.O.O.O.O.O.O.O.O.O", "e_tot_ha": -1165.86667, "de_lowest_kj_mol": 0.0}